Record 1
ORCA calculation (ωB97M-V/def2-TZVPD) on a structure of composition C30H25CeCl2FN4O9 in a non-equilibrium geometry.

Computed properties:
Relative energy (zero: lowest compared OMol25 entry of this formula, charge and spin): 0.0 kJ/mol
Gap between HOMO and LUMO (alpha / beta): 0.1863 / 0.2129 Eh
Energy: -96590.016 eV
Net charge: +1
Spin multiplicity: 2
Highest occupied orbital energy (alpha / beta): -8.8 / -9.6 eV
<S²>: 0.751
E_LUMO (alpha / beta): -0.1382 / -0.1382 hartree

Geometry as XYZ:
```
72
C30H25CeCl2FN4O9 ωB97M-V/def2-TZVPD
Ce 1.48817 -2.48648 -2.01407
C 1.30815 0.52479 5.39852
C 2.09185 1.19846 4.27249
N 1.66735 0.73626 2.94138
C 2.48143 -0.18044 2.35358
C 2.18485 -0.76004 1.13635
C 3.28213 -1.67057 0.54857
O 4.19814 -1.97242 1.30300
O 3.17488 -2.02887 -0.66808
C 0.93087 -0.47163 0.45632
O 0.45381 -0.97133 -0.61166
C 0.06920 0.49190 1.12194
C -1.17560 0.85185 0.54882
C -1.94554 1.79586 1.15466
F -3.13343 2.09404 0.51141
C -1.58913 2.46723 2.39336
C -0.34725 2.07869 2.95283
C 0.46154 1.09855 2.35463
N -2.36557 3.45381 3.00390
C -3.61541 4.01623 2.47812
C -3.55111 5.53207 2.43098
N -3.12680 6.07813 3.78770
C -2.86499 5.01118 4.81942
C -1.89778 3.97454 4.28927
H 1.62607 0.89146 6.37558
H 1.48854 -0.56898 5.38324
H 0.21583 0.67980 5.28068
H 3.16384 0.96391 4.35709
H 1.97755 2.30099 4.31911
H 3.38642 -0.47413 2.88372
H -1.49886 0.39153 -0.38511
H -0.00909 2.56749 3.86933
H -4.47044 3.67282 3.09661
H -3.80395 3.65245 1.46391
H -4.52677 5.97354 2.16986
H -2.83530 5.85760 1.66685
H -3.88708 6.67812 4.15054
H -2.29569 6.68339 3.68323
H -3.82128 4.50972 5.09225
H -2.44023 5.47145 5.72658
H -1.81446 3.14178 5.03006
H -0.88481 4.42576 4.18589
Cl -2.33382 -9.07537 -0.97997
C -1.49552 -7.57051 -0.94520
C -1.17022 -7.02352 0.30178
C -0.54197 -5.80198 0.36153
Cl -0.12722 -5.06933 1.85735
C -0.17609 -5.10448 -0.84480
O 0.44200 -3.98638 -0.71710
C -0.48007 -5.72761 -2.12744
C -0.09759 -5.13237 -3.36032
O 0.52523 -4.03342 -3.50519
C -1.17477 -6.96661 -2.13730
H -1.44434 -7.56845 1.19563
H -0.33573 -5.64870 -4.30186
H -1.44313 -7.44776 -3.08548
O 3.15598 -2.50784 -3.60290
C 3.35550 -1.84751 -4.65672
C 2.47416 -0.89058 -5.23126
C 2.86694 -0.32975 -6.47634
C 2.00109 0.55179 -7.08483
C 0.73726 0.92549 -6.54645
C 0.34798 0.40783 -5.34301
C 1.19361 -0.49151 -4.62193
O 0.78725 -0.89743 -3.46360
N 2.41772 1.15347 -8.31398
O 3.49608 0.78870 -8.72948
O 1.63600 1.93581 -8.82435
H 4.31745 -2.02168 -5.16023
H 3.82205 -0.60624 -6.93254
H 0.11485 1.62533 -7.13158
H -0.62071 0.68016 -4.90531
```

***

Record 2
ORCA calculation (ωB97M-V/def2-TZVPD) on a structure of composition H26O25S3Zn3 in a non-equilibrium geometry.

Computed properties:
Relative energy (zero: lowest compared OMol25 entry of this formula, charge and spin): 147.2 kJ/mol
Gap between HOMO and LUMO: 0.2165 Eh
Energy: -229372.300 eV
Spin multiplicity: 1
Highest occupied orbital energy: -7.5 eV
E_LUMO: -0.0602 hartree

Geometry as XYZ:
```
57
H26O25S3Zn3 ωB97M-V/def2-TZVPD
Zn 14.02192 -9.91612 8.21400
Zn 17.57663 -8.52201 11.18566
Zn 12.70916 -9.69706 13.40679
S 12.09470 -6.66025 12.23619
O 12.12516 -8.12288 12.58655
O 11.01953 -6.01157 12.96824
O 13.43243 -6.15222 12.64907
O 11.93389 -6.61366 10.76327
S 16.52699 -8.14676 7.95452
O 16.81618 -6.76238 7.66343
O 17.07515 -9.09214 6.99068
O 17.01313 -8.47235 9.33831
O 14.99846 -8.33027 7.96360
S 15.16094 -10.68794 11.26599
O 14.99876 -10.50662 9.81971
O 16.50199 -10.19333 11.55336
O 14.07767 -9.95409 11.93468
O 15.09349 -12.09397 11.69873
O 19.28939 -9.73151 10.93520
H 19.49426 -10.24983 11.73392
H 20.09193 -9.74494 10.39225
O 15.78537 -14.46919 10.44324
H 15.29827 -13.68137 10.78760
H 15.43731 -14.64241 9.55992
O 11.18636 -10.60834 12.37705
H 10.72624 -11.36628 12.77267
H 11.19787 -10.77745 11.41961
O 13.33477 -13.40512 13.35145
H 14.00709 -13.08054 12.69421
H 12.73719 -13.97758 12.85575
O 16.15003 -7.22035 11.71548
H 16.55638 -6.40254 12.03655
H 15.16888 -6.96180 11.55991
O 18.24244 -11.52672 8.75799
H 17.80878 -10.76992 9.19720
H 17.70835 -11.67736 7.97088
O 13.11426 -11.74606 8.22082
H 13.27498 -12.57033 8.70368
H 12.56041 -11.98870 7.45702
O 13.93148 -8.79850 14.76256
H 14.51744 -9.22942 15.40140
H 13.79547 -7.88629 15.08698
O 13.10855 -11.60444 14.21017
H 13.06479 -11.79446 15.16219
H 13.22129 -12.49304 13.75806
O 16.23706 -11.93928 14.31941
H 16.14356 -12.08851 13.34296
H 15.48906 -11.37801 14.53397
O 12.51052 -9.07613 9.45374
H 13.03040 -9.19419 10.27003
H 12.38200 -8.05806 9.40620
O 18.33578 -12.29303 11.55382
H 17.39907 -12.33481 11.79410
H 18.35589 -12.06228 10.59882
O 18.15322 -8.67696 13.23440
H 17.62167 -9.20263 13.85654
H 18.87522 -8.29035 13.75285
```

***

Q: energy of number 2 (H26O25S3Zn3)?
A: -229372.300 eV